The ion C22H22N3O with charge +1 in a non-equilibrium geometry. Source: the OMol25 dataset; level of theory: ωB97M-V with the def2-TZVPD basis set.

SMILES: Cc1c2cn(C)ccc2cc2c1c1c3nc(C(C)C)oc3ccc1[n+]2C
Net charge: +1
Gap between HOMO and LUMO, eV: 6.7
Energy, hartree: -1090.8548
Energy relative to the best compared isomer or geometry (same formula, charge and spin), kJ/mol: 0.00
HOMO energy, eV: -10.71

Last column: natural (NBO) charge in e.
Cartesian coordinates (Å):
C (1.045, 1.546, 0.248)  -0.65
C (1.360, 0.062, 0.414)  0.10
C (2.682, -0.385, 0.522)  -0.17
C (3.769, 0.464, 0.262)  0.18
N (5.127, 0.047, 0.348)  -0.31
C (6.226, 0.825, -0.217)  -0.42
C (5.369, -1.262, 0.708)  0.01
C (4.353, -2.131, 0.947)  -0.18
C (2.945, -1.715, 0.860)  0.03
C (1.897, -2.616, 1.059)  -0.27
C (0.581, -2.181, 0.962)  0.23
C (0.335, -0.870, 0.580)  0.00
C (-1.146, -0.797, 0.435)  -0.12
C (-2.070, 0.130, -0.054)  0.11
N (-1.882, 1.362, -0.588)  -0.49
C (-3.106, 1.779, -0.844)  0.57
C (-3.337, 3.112, -1.574)  -0.27
C (-3.540, 2.858, -3.065)  -0.60
C (-4.540, 3.921, -1.101)  -0.60
O (-4.094, 0.895, -0.511)  -0.40
C (-3.414, -0.158, 0.017)  0.22
C (-3.888, -1.373, 0.467)  -0.18
C (-2.980, -2.319, 0.983)  -0.28
C (-1.616, -2.039, 0.890)  0.23
N (-0.533, -2.845, 1.181)  -0.35
C (-0.656, -4.201, 1.677)  -0.41
H (0.132, 1.811, 0.768)  0.26
H (1.847, 2.226, 0.620)  0.21
H (0.895, 1.693, -0.841)  0.25
H (3.604, 1.493, -0.029)  0.23
H (5.876, 1.459, -1.041)  0.23
H (6.675, 1.437, 0.567)  0.23
H (7.036, 0.224, -0.599)  0.24
H (6.370, -1.588, 0.792)  0.23
H (4.566, -3.141, 1.220)  0.24
H (2.073, -3.687, 1.325)  0.23
H (-2.421, 3.686, -1.391)  0.24
H (-3.443, 3.813, -3.617)  0.22
H (-4.511, 2.412, -3.263)  0.22
H (-2.768, 2.192, -3.435)  0.21
H (-5.505, 3.438, -1.380)  0.22
H (-4.497, 4.039, 0.020)  0.22
H (-4.514, 4.872, -1.608)  0.22
H (-4.944, -1.547, 0.499)  0.24
H (-3.317, -3.284, 1.369)  0.23
H (-1.200, -4.849, 0.950)  0.22
H (-1.223, -4.178, 2.602)  0.22
H (0.379, -4.629, 1.870)  0.22

***

A structure of composition C22H22N3OPtS. Source: the OMol25 dataset; level of theory: ωB97M-V with the def2-TZVPD basis set.

Net charge: +1
Gap between HOMO and LUMO (alpha / beta), eV: 6.9 / 6.9
Energy, hartree: -1608.2784
Energy relative to the best compared isomer or geometry (same formula, charge and spin), kJ/mol: 150.80
HOMO energy (alpha / beta), eV: -11.04 / -11.04

Last column: natural (NBO) charge in e.
Cartesian coordinates (Å):
Pt (-0.349, -1.521, -0.393)  0.92
C (1.312, 0.111, 2.320)  -0.27
N (0.165, -0.585, 1.757)  -0.53
C (-0.869, -0.841, 2.458)  0.11
C (-2.021, -1.504, 1.897)  0.02
C (-3.168, -1.973, 2.519)  -0.25
C (-3.935, -2.618, 1.533)  -0.31
C (-3.230, -2.524, 0.345)  -0.05
N (-2.085, -1.831, 0.559)  -0.53
C (1.547, 1.402, 1.570)  0.05
C (2.740, 1.629, 0.899)  -0.24
C (2.942, 2.811, 0.196)  -0.20
C (1.947, 3.775, 0.163)  -0.21
C (0.751, 3.556, 0.836)  -0.20
C (0.552, 2.375, 1.533)  -0.25
H (2.187, -0.531, 2.211)  0.21
H (1.164, 0.299, 3.390)  0.20
H (-0.918, -0.563, 3.514)  0.19
H (-3.420, -1.840, 3.560)  0.24
H (-4.898, -3.085, 1.660)  0.24
H (-3.493, -2.879, -0.639)  0.22
H (3.525, 0.880, 0.933)  0.21
H (3.879, 2.980, -0.319)  0.22
H (2.105, 4.700, -0.377)  0.22
H (-0.024, 4.313, 0.825)  0.22
H (-0.383, 2.210, 2.060)  0.21
S (-2.422, 2.572, -0.965)  0.51
C (-2.121, 0.978, -0.449)  -0.08
N (-1.051, 0.415, -0.931)  -0.55
C (-0.371, 1.282, -1.788)  0.18
C (0.801, 0.996, -2.484)  -0.23
C (1.331, 1.964, -3.308)  -0.17
C (0.705, 3.209, -3.450)  -0.19
C (-0.459, 3.503, -2.772)  -0.19
C (-0.990, 2.522, -1.937)  -0.24
H (-2.785, 0.466, 0.233)  0.26
H (1.280, 0.029, -2.389)  0.20
H (2.240, 1.761, -3.859)  0.23
H (1.139, 3.950, -4.107)  0.23
H (-0.944, 4.462, -2.887)  0.24
C (2.122, -2.951, -1.347)  -0.27
O (1.140, -3.868, -0.828)  -0.45
C (0.140, -3.367, -0.176)  0.40
C (-0.575, -4.415, 0.593)  -0.74
H (2.768, -3.526, -2.001)  0.24
H (2.689, -2.540, -0.515)  0.21
H (1.657, -2.149, -1.932)  0.18
H (0.114, -5.210, 0.873)  0.25
H (-1.356, -4.843, -0.044)  0.28
H (-1.076, -3.984, 1.458)  0.26

***

An isolated molecule of C22H22N4O2S in a non-equilibrium geometry. Source: the OMol25 dataset; level of theory: ωB97M-V with the def2-TZVPD basis set.

SMILES: CCCn1c(=O)c2ccccc2n2c(SCC(=O)c3ccc(CC)cc3)nnc12
Net charge: 0
Gap between HOMO and LUMO, eV: 8.3
Energy, hartree: -1619.2698
Energy relative to the best compared isomer or geometry (same formula, charge and spin), kJ/mol: 5.94
HOMO energy, eV: -8.24

Last column: natural (NBO) charge in e.
Cartesian coordinates (Å):
C (2.671, -5.284, -0.752)  -0.61
C (2.177, -5.461, -2.182)  -0.40
C (1.821, -4.129, -2.843)  -0.22
N (0.747, -3.446, -2.138)  -0.42
C (-0.558, -3.843, -2.340)  0.67
O (-0.829, -4.735, -3.118)  -0.60
C (-1.572, -3.114, -1.552)  -0.21
C (-2.909, -3.481, -1.692)  -0.13
C (-3.892, -2.837, -0.970)  -0.23
C (-3.547, -1.818, -0.092)  -0.17
C (-2.229, -1.437, 0.065)  -0.25
C (-1.236, -2.080, -0.667)  0.26
N (0.107, -1.755, -0.572)  -0.40
C (0.857, -0.828, 0.123)  0.16
S (0.223, 0.344, 1.237)  0.26
C (1.712, 1.378, 1.469)  -0.62
C (1.540, 2.663, 0.679)  0.56
O (2.127, 2.822, -0.367)  -0.52
C (0.630, 3.685, 1.238)  -0.20
C (-0.229, 3.454, 2.312)  -0.12
C (-1.046, 4.465, 2.777)  -0.24
C (-1.028, 5.729, 2.197)  0.03
C (-1.876, 6.836, 2.748)  -0.42
C (-1.109, 7.604, 3.827)  -0.59
C (-0.172, 5.958, 1.125)  -0.23
C (0.640, 4.951, 0.648)  -0.13
N (2.119, -0.965, -0.157)  -0.30
N (2.261, -1.966, -1.042)  -0.32
C (1.072, -2.437, -1.290)  0.51
H (3.488, -4.569, -0.718)  0.22
H (3.018, -6.234, -0.353)  0.21
H (1.874, -4.919, -0.107)  0.20
H (1.300, -6.110, -2.200)  0.21
H (2.956, -5.930, -2.785)  0.21
H (1.474, -4.307, -3.864)  0.23
H (2.679, -3.457, -2.842)  0.23
H (-3.140, -4.280, -2.380)  0.24
H (-4.925, -3.125, -1.085)  0.22
H (-4.312, -1.314, 0.478)  0.22
H (-1.967, -0.647, 0.750)  0.23
H (2.545, 0.796, 1.073)  0.30
H (1.820, 1.557, 2.537)  0.24
H (-0.284, 2.481, 2.778)  0.20
H (-1.713, 4.272, 3.606)  0.21
H (-2.154, 7.524, 1.947)  0.21
H (-2.790, 6.425, 3.180)  0.21
H (-1.720, 8.409, 4.227)  0.21
H (-0.834, 6.938, 4.642)  0.21
H (-0.198, 8.031, 3.413)  0.21
H (-0.148, 6.933, 0.660)  0.21
H (1.304, 5.120, -0.187)  0.24

***

An isolated molecule of C22H22N4O3. Source: the OMol25 dataset; level of theory: ωB97M-V with the def2-TZVPD basis set.

SMILES: Cc1ccc(N(CCC#N)C(=O)CN2C(=O)N[C@@H](Cc3ccccc3)C2=O)cc1
Net charge: 0
Gap between HOMO and LUMO, eV: 9.5
Energy, hartree: -1296.3779
Energy relative to the best compared isomer or geometry (same formula, charge and spin), kJ/mol: 0.00
HOMO energy, eV: -8.81

Last column: natural (NBO) charge in e.
Cartesian coordinates (Å):
C (-4.337, 0.467, 1.263)  -0.63
C (-3.002, -0.181, 1.458)  -0.02
C (-1.868, 0.568, 1.737)  -0.21
C (-0.629, -0.033, 1.880)  -0.27
C (-0.502, -1.409, 1.736)  0.21
N (0.759, -2.039, 1.861)  -0.49
C (1.571, -1.781, 3.040)  -0.19
C (2.906, -1.100, 2.684)  -0.54
C (2.732, 0.257, 2.248)  0.32
N (2.567, 1.342, 1.925)  -0.36
C (1.238, -2.966, 0.990)  0.70
O (2.174, -3.686, 1.269)  -0.61
C (0.600, -3.013, -0.399)  -0.32
N (0.409, -1.696, -0.955)  -0.48
C (-0.796, -1.280, -1.546)  0.81
O (-1.804, -1.933, -1.593)  -0.62
N (-0.563, -0.047, -2.043)  -0.62
C (0.754, 0.451, -1.739)  -0.13
C (0.728, 1.721, -0.871)  -0.43
C (0.119, 2.856, -1.641)  -0.04
C (-1.247, 3.104, -1.562)  -0.18
C (-1.822, 4.122, -2.303)  -0.22
C (-1.038, 4.902, -3.134)  -0.22
C (0.324, 4.663, -3.220)  -0.20
C (0.897, 3.644, -2.480)  -0.21
C (1.376, -0.733, -1.007)  0.71
O (2.487, -0.822, -0.551)  -0.58
C (-1.645, -2.174, 1.521)  -0.23
C (-2.873, -1.563, 1.372)  -0.18
H (-4.721, 0.237, 0.270)  0.22
H (-4.270, 1.546, 1.373)  0.21
H (-5.054, 0.087, 1.991)  0.22
H (-1.945, 1.641, 1.842)  0.21
H (0.240, 0.569, 2.096)  0.24
H (0.991, -1.169, 3.732)  0.22
H (1.803, -2.742, 3.511)  0.23
H (3.559, -1.103, 3.561)  0.25
H (3.391, -1.661, 1.881)  0.29
H (-0.374, -3.505, -0.399)  0.26
H (1.288, -3.589, -1.029)  0.24
H (-1.285, 0.529, -2.438)  0.43
H (1.319, 0.654, -2.658)  0.22
H (1.751, 1.947, -0.568)  0.25
H (0.140, 1.517, 0.023)  0.23
H (-1.861, 2.501, -0.906)  0.20
H (-2.884, 4.306, -2.230)  0.21
H (-1.485, 5.698, -3.712)  0.21
H (0.940, 5.272, -3.864)  0.21
H (1.960, 3.461, -2.544)  0.21
H (-1.572, -3.250, 1.479)  0.22
H (-3.748, -2.168, 1.186)  0.22